1.
14
Properties=species:S:1:pos:R:3:nbo_charge:R:1 method="wB97M-V/def2-TZVPD" homo_ev="-7.564 / -7.554" charge=0 mol_weight_g_mol=88.11 lumo_energy_ev="0.65 / 0.65" gap_ev="8.22 / 8.21" e_tot_ev=-8263.3424
C -0.342 -0.102 -0.144 0.14
C -1.066 1.192 -0.051 -0.68
C -1.059 -1.400 0.062 -0.64
O 3.057 0.739 -0.005 -0.59
N 1.681 0.988 0.230 -0.08
N 1.025 -0.105 0.083 -0.36
H 3.274 -0.111 0.413 0.45
H 0.895 -0.604 -0.940 0.40
H -0.546 1.962 -0.627 0.25
H -1.066 1.549 0.989 0.24
H -2.096 1.100 -0.392 0.22
H -1.952 -1.458 -0.563 0.22
H -0.416 -2.252 -0.161 0.22
H -1.390 -1.498 1.105 0.22

***

2.
81
Properties=species:S:1:pos:R:3:lowdin_charge:R:1 method="wB97M-V/def2-TZVPD" homo_ev=-8.263 charge=0 mol_weight_g_mol=475.63 lumo_energy_ev=0.23 gap_ev=8.49 e_tot_ev=-44219.0070
C -3.212 -2.796 4.000 -0.13
O -3.530 -2.141 2.790 -0.24
C -3.177 -0.702 2.648 -0.14
C -3.856 -0.092 1.448 -0.44
C -3.481 1.393 1.190 -0.04
N -5.306 -0.255 1.621 0.03
H -3.882 -2.670 4.850 0.08
H -2.225 -2.665 4.444 0.09
H -3.302 -3.805 3.598 0.06
H -3.514 -0.243 3.578 0.13
H -2.112 -0.854 2.472 0.13
H -3.702 -0.720 0.571 0.13
H -3.954 2.041 1.927 0.07
H -3.946 1.748 0.270 0.07
H -2.410 1.527 1.040 0.07
H -5.539 0.247 2.466 0.07
H -5.403 -1.255 1.723 0.06
C 3.732 1.877 -1.632 -0.10
O 4.979 2.300 -1.141 -0.23
C 5.260 2.034 0.245 -0.19
C 4.363 2.694 1.343 -0.14
N 4.937 4.029 1.840 -0.05
C 5.121 4.933 0.751 -0.25
C 5.664 6.343 1.179 -0.17
O 6.976 6.140 1.766 -0.21
C 7.061 6.098 3.179 -0.12
H 3.824 1.947 -2.716 0.09
H 3.084 2.536 -1.054 0.06
H 3.615 0.840 -1.317 0.09
H 6.318 2.198 0.449 0.12
H 5.014 0.986 0.416 0.10
H 4.241 2.087 2.239 0.11
H 3.353 2.840 0.960 0.10
H 5.903 3.771 1.981 0.07
H 4.167 5.074 0.242 0.12
H 5.815 4.685 -0.053 0.11
H 4.991 6.830 1.885 0.11
H 5.839 7.088 0.403 0.11
H 6.498 6.857 3.724 0.09
H 8.048 6.415 3.514 0.08
H 6.958 5.045 3.440 0.08
C -1.874 -8.034 2.084 -0.11
O -1.951 -6.793 1.396 -0.21
C -1.721 -5.621 2.262 -0.20
C -1.737 -4.347 1.406 -0.22
N -0.616 -4.547 0.461 -0.04
C -0.726 -3.539 -0.656 -0.17
C -2.093 -3.446 -1.396 -0.23
O -2.027 -2.571 -2.511 -0.19
C -2.919 -2.992 -3.527 -0.12
H -2.711 -7.998 2.781 0.08
H -0.936 -8.189 2.618 0.09
H -2.102 -8.857 1.407 0.09
H -0.817 -5.694 2.867 0.12
H -2.535 -5.598 2.986 0.10
H -1.484 -3.475 2.010 0.11
H -2.758 -4.383 1.027 0.11
H -0.647 -5.529 0.230 0.09
H 0.164 -3.752 -1.249 0.11
H -0.554 -2.489 -0.421 0.10
H -2.822 -2.990 -0.725 0.11
H -2.331 -4.475 -1.666 0.12
H -2.582 -3.983 -3.831 0.08
H -3.163 -2.468 -4.451 0.08
H -3.916 -3.183 -3.131 0.08
N 0.094 2.512 -2.309 0.18
C 0.104 1.646 -1.363 -0.81
N -0.769 0.706 -1.513 0.19
O 0.907 1.667 -0.442 0.00
H -0.659 2.611 -2.974 0.06
H 0.888 3.134 -2.372 0.12
H -0.775 -0.016 -0.806 0.11
H -1.308 0.732 -2.367 0.11
N -1.046 2.108 -6.324 0.17
C -2.070 2.415 -5.576 -0.74
N -3.217 2.101 -6.085 0.18
O -1.851 2.902 -4.446 -0.01
H -1.116 1.525 -7.146 0.11
H -0.101 2.273 -6.008 0.12
H -3.991 2.286 -5.463 0.13
H -3.440 1.947 -7.058 0.12

***

3.
9
Properties=species:S:1:pos:R:3:nbo_charge:R:1 method="wB97M-V/def2-TZVPD" homo_ev="-8.724 / -8.723" charge=0 mol_weight_g_mol=140.95 lumo_energy_ev="-0.30 / -0.30" gap_ev="8.42 / 8.42" e_tot_ev=-32278.1818
C 0.753 -1.176 0.905 0.52
C -1.010 0.439 0.840 -0.10
C -2.181 -0.063 0.104 0.06
O 1.322 -1.027 -0.085 -0.40
O -1.166 0.570 -0.582 -0.48
Cl -2.133 -1.792 -0.284 -0.04
Cl -3.708 0.543 0.302 0.08
H 0.501 -1.947 1.546 0.17
H -1.078 1.406 1.356 0.19